(1)
Here is a 17-piece molecular cluster, H36NO16 overall from OMol25. Energies are from wB97M-V/def2-TZVPD.

The geometry in ORCA input format:
```
! wB97M-V def2-TZVPD RIJCOSX def2/J DEFGRID3
* xyz 1 1
N 6.279 11.608 0.183
H 5.652 11.448 0.930
H 6.641 12.505 0.252
H 5.856 11.395 -0.675
H 6.957 10.907 0.278
O 7.009 13.681 -2.248
H 6.492 13.831 -3.014
H 7.828 14.093 -2.419
O 5.086 14.827 -0.447
H 5.972 14.745 -0.792
H 4.582 15.426 -1.010
O 7.332 7.984 0.907
H 8.120 8.545 0.820
H 6.635 8.298 0.316
O 3.695 10.056 -0.091
H 3.980 9.122 0.065
H 2.723 9.973 -0.149
O 7.041 14.336 1.833
H 7.083 14.781 2.663
H 7.054 15.123 1.234
O 4.004 13.012 1.327
H 3.182 12.657 0.972
H 4.250 13.670 0.704
O 7.805 11.705 2.875
H 7.042 12.120 3.226
H 8.162 12.373 2.352
O 5.231 12.420 3.585
H 4.868 13.141 4.082
H 4.855 12.625 2.691
O 6.349 9.322 2.963
H 6.923 10.087 2.880
H 6.640 8.620 2.395
O 9.549 9.541 0.892
H 10.124 9.656 1.628
H 9.800 10.206 0.250
O 6.163 10.908 -3.257
H 5.277 10.673 -3.148
H 6.440 10.413 -4.017
O 6.085 8.876 -1.252
H 6.545 9.129 -2.036
H 5.323 8.385 -1.688
O 9.196 13.326 0.313
H 8.755 14.140 0.233
H 8.946 12.826 -0.503
O 3.624 10.116 2.706
H 4.516 9.825 2.776
H 3.509 10.075 1.700
O 8.572 10.930 -1.527
H 9.291 10.293 -1.739
H 8.226 11.215 -2.376
O 3.841 12.561 -2.282
H 3.061 12.965 -1.914
H 3.636 11.716 -2.688
*
```

For the HOMO energy, the calculation gives -12.297 eV. The HOMO-LUMO gap comes out at 8.86 eV. The lowest unoccupied orbital energy is -3.44 eV. For the energy above the lowest of the compared OMol25 structures with the same formula, charge and spin, the calculation gives 13.5 kcal/mol.

(2)
Here is a 2-piece molecular cluster, C3H10N2S overall from OMol25. Energies are from wB97M-V/def2-TZVPD.

The geometry in ORCA input format:
```
! wB97M-V def2-TZVPD RIJCOSX def2/J DEFGRID3
* xyz 1 2
C -1.167 -2.330 -0.401
C -1.408 -0.844 -0.752
S -2.118 0.292 0.470
H -2.105 -2.828 -0.693
H -0.237 -2.608 -0.865
H -1.232 -2.489 0.678
H -0.482 -0.494 -1.209
H -2.114 -0.633 -1.586
N 2.331 0.847 -1.058
C 2.274 1.410 0.216
N 2.560 0.853 1.324
H 2.967 0.067 -1.152
H 1.435 0.668 -1.474
H 1.733 2.356 0.351
H 3.444 0.381 1.499
H -2.923 -0.767 0.772
*
```

For the HOMO energy (spin up / spin down), the calculation gives -11.634 / -11.626 eV. The expectation value of S² is 0.7532. The HOMO-LUMO gap (spin up / spin down) comes out at 6.94 / 2.34 eV. The lowest unoccupied orbital energy (spin up / spin down) is -4.70 / -9.28 eV. For the energy above the lowest of the compared OMol25 structures with the same formula, charge and spin, the calculation gives 86.4 kcal/mol.

(3)
Here is C4H19CrN6O6 as an isolated structure from OMol25. Energies are from wB97M-V/def2-TZVPD.

The geometry in ORCA input format:
```
! wB97M-V def2-TZVPD RIJCOSX def2/J DEFGRID3
* xyz 1 5
Cr 6.884 -21.291 7.825
C 5.252 -19.744 5.553
O 5.508 -19.877 6.932
H 5.937 -20.422 5.044
H 4.237 -20.110 5.400
H 5.308 -18.743 5.126
C 9.346 -23.290 8.800
O 8.480 -22.460 8.688
N 10.600 -23.066 8.629
N 9.262 -24.422 9.419
H 11.083 -23.869 8.252
H 10.594 -22.140 8.226
H 10.144 -24.877 9.610
H 8.440 -24.526 9.996
C 8.877 -21.148 5.283
O 8.390 -20.935 6.394
N 10.136 -21.456 5.105
N 8.077 -21.284 4.302
H 10.783 -21.510 5.880
H 10.423 -21.761 4.186
H 8.496 -21.367 3.387
H 7.117 -20.970 4.330
C 4.969 -21.880 10.344
O 5.833 -21.789 9.488
N 5.158 -22.588 11.439
N 3.872 -21.123 10.387
H 4.307 -22.736 11.962
H 6.057 -22.980 11.678
H 3.686 -20.381 9.728
H 3.340 -21.173 11.244
O 6.195 -23.190 7.161
H 6.532 -23.717 6.436
H 5.411 -23.656 7.452
O 7.636 -19.729 9.062
H 8.068 -19.919 9.894
H 7.410 -18.800 9.114
*
```

For the HOMO energy (spin up / spin down), the calculation gives -9.030 / -9.894 eV. The expectation value of S² is 6.0083. The HOMO-LUMO gap (spin up / spin down) comes out at 6.58 / 7.40 eV. The lowest unoccupied orbital energy (spin up / spin down) is -2.45 / -2.49 eV.

(4)
Here is C7H20ClErOPdSi as an isolated structure from OMol25. Energies are from wB97M-V/def2-TZVPD.

The geometry in ORCA input format:
```
! wB97M-V def2-TZVPD RIJCOSX def2/J DEFGRID3
* xyz -2 6
Er 0.876 0.447 -4.916
Cl 0.876 1.879 -3.345
C -0.805 0.221 -5.888
C 2.557 -0.501 -5.229
H -0.737 -0.531 -6.683
H -1.612 -0.079 -5.208
H -1.122 1.168 -6.345
H 2.490 -1.224 -6.051
H 2.875 -1.042 -4.328
H 3.365 0.205 -5.466
Pd 0.000 0.000 -0.226
C -1.526 1.283 -0.897
C -0.476 -1.730 0.303
H -2.042 0.819 -1.753
H -2.281 1.413 -0.104
H -1.169 2.276 -1.203
H 0.240 -2.488 0.649
H -1.506 -2.112 0.297
C 1.524 -0.881 4.165
Si 0.000 0.000 3.544
C -1.524 -0.880 4.163
C 0.000 1.760 4.165
O 0.000 0.000 1.774
H 1.524 -0.881 5.274
H 2.429 -0.357 3.795
H 1.523 -1.926 3.793
H -1.525 -0.882 5.273
H -2.429 -0.357 3.793
H -1.523 -1.926 3.792
H 0.906 2.282 3.795
H -0.906 2.282 3.795
H -0.001 1.760 5.275
*
```

For the HOMO energy (spin up / spin down), the calculation gives 2.118 / -0.060 eV. The expectation value of S² is 8.8398. The HOMO-LUMO gap (spin up / spin down) comes out at 2.75 / 4.90 eV. The lowest unoccupied orbital energy (spin up / spin down) is 4.86 / 4.84 eV.

(5)
Here is C3HLuO3 as an isolated structure from OMol25. Energies are from wB97M-V/def2-TZVPD.

The geometry in ORCA input format:
```
! wB97M-V def2-TZVPD RIJCOSX def2/J DEFGRID3
* xyz 0 1
O 0.094 -1.006 0.573
C -1.257 -0.818 0.316
H -1.948 -1.488 0.821
C -1.662 0.323 -0.238
O -1.387 1.506 -0.257
C 0.780 0.154 0.300
O 1.705 -0.023 -0.506
Lu 3.675 1.352 -1.009
*
```

For the HOMO energy, the calculation gives -6.939 eV. The HOMO-LUMO gap comes out at 6.39 eV. The lowest unoccupied orbital energy is -0.55 eV.

(6)
Here is C41H40MnP2Si as an isolated structure from OMol25. Energies are from wB97M-V/def2-TZVPD.

The geometry in ORCA input format:
```
! wB97M-V def2-TZVPD RIJCOSX def2/J DEFGRID3
* xyz 0 6
Mn -0.301 1.226 -0.136
C -0.949 1.103 3.880
Si -0.243 0.433 2.263
C -1.162 -1.258 2.087
C -0.961 -2.271 3.035
C -1.738 -3.412 3.086
C -2.786 -3.576 2.186
C -2.997 -2.612 1.220
C -2.171 -1.484 1.141
P -2.348 -0.366 -0.297
C -4.138 -0.254 -0.607
C -4.986 0.064 0.452
C -6.347 0.213 0.243
C -6.875 0.054 -1.031
C -6.038 -0.257 -2.091
C -4.674 -0.411 -1.882
C -1.748 -1.373 -1.721
C -1.774 -2.764 -1.789
C -1.250 -3.426 -2.886
C -0.692 -2.707 -3.937
C -0.669 -1.324 -3.890
C -1.194 -0.663 -2.786
C 1.579 -0.003 2.639
C 2.064 -0.180 3.942
C 3.402 -0.410 4.208
C 4.320 -0.473 3.166
C 3.877 -0.300 1.868
C 2.528 -0.060 1.610
P 1.976 0.081 -0.121
C 3.147 1.193 -0.938
C 3.309 1.123 -2.322
C 4.076 2.067 -2.985
C 4.677 3.097 -2.275
C 4.506 3.182 -0.902
C 3.742 2.235 -0.235
C 2.277 -1.588 -0.771
C 3.496 -2.018 -1.293
C 3.654 -3.334 -1.698
C 2.603 -4.233 -1.573
C 1.391 -3.814 -1.046
C 1.227 -2.494 -0.654
H -0.981 0.343 4.666
H -1.970 1.456 3.730
H -0.368 1.948 4.251
H -0.175 -2.148 3.773
H -1.548 -4.165 3.840
H -3.427 -4.447 2.238
H -3.812 -2.731 0.514
H -4.589 0.188 1.454
H -6.994 0.453 1.076
H -7.938 0.171 -1.195
H -6.442 -0.386 -3.086
H -4.036 -0.659 -2.720
H -2.181 -3.344 -0.971
H -1.264 -4.507 -2.919
H -0.272 -3.228 -4.788
H -0.240 -0.752 -4.702
H -1.170 0.426 -2.758
H 1.376 -0.128 4.778
H 3.738 -0.538 5.229
H 5.369 -0.649 3.364
H 4.590 -0.343 1.053
H 2.830 0.334 -2.890
H 4.200 2.001 -4.058
H 5.274 3.837 -2.792
H 4.960 3.989 -0.343
H 3.606 2.321 0.836
H 4.323 -1.327 -1.390
H 4.600 -3.661 -2.107
H 2.732 -5.260 -1.887
H 0.567 -4.508 -0.945
H 0.280 -2.169 -0.240
C 0.600 4.256 1.275
C -0.563 4.175 0.286
C -0.889 5.578 -0.227
C -0.231 3.195 -0.845
H 0.357 4.837 2.167
H 1.460 4.735 0.797
H 0.918 3.263 1.605
H -1.438 3.813 0.845
H -0.023 5.988 -0.755
H -1.148 6.272 0.576
H -1.719 5.559 -0.936
H 0.753 3.463 -1.267
H -0.921 3.346 -1.692
*
```

For the HOMO energy (spin up / spin down), the calculation gives -6.245 / -7.064 eV. The expectation value of S² is 8.7711. The HOMO-LUMO gap (spin up / spin down) comes out at 6.76 / 7.35 eV. The lowest unoccupied orbital energy (spin up / spin down) is 0.52 / 0.29 eV. For the energy above the lowest of the compared OMol25 structures with the same formula, charge and spin, the calculation gives 1.7 kcal/mol.

(7)
Here is C6H5N as an isolated structure from OMol25. Energies are from wB97M-V/def2-TZVPD.

The geometry in ORCA input format:
```
! wB97M-V def2-TZVPD RIJCOSX def2/J DEFGRID3
* xyz 0 1
C 1.010 1.168 0.000
C 1.791 0.012 0.000
C -0.299 0.712 0.000
C -0.281 -0.665 0.000
C -1.844 0.640 0.000
C -1.806 -0.695 0.000
N 0.988 -1.101 0.000
H 1.389 2.172 0.000
H 2.858 -0.083 0.000
H -2.613 1.385 0.000
H -2.521 -1.493 0.000
H 1.329 -2.051 0.000
*
```

For the HOMO energy, the calculation gives -6.696 eV. The HOMO-LUMO gap comes out at 7.69 eV. The lowest unoccupied orbital energy is 0.99 eV. For the energy above the lowest of the compared OMol25 structures with the same formula, charge and spin, the calculation gives 65.6 kcal/mol.

(8)
Here is C3H8N2S2 as an isolated structure from OMol25. Energies are from wB97M-V/def2-TZVPD.

The geometry in ORCA input format:
```
! wB97M-V def2-TZVPD RIJCOSX def2/J DEFGRID3
* xyz 0 1
C 2.974 -0.705 -0.489
C 0.660 0.291 1.007
C -1.783 0.159 -0.122
H 3.070 -0.444 -1.905
H 2.453 -1.869 -0.202
H 4.263 -0.371 0.170
H 0.083 1.183 1.186
H 1.002 -0.249 1.912
H -3.740 -0.086 -0.734
H -2.713 -1.610 -0.851
H -2.737 1.774 -0.479
N -2.907 -0.557 -0.619
N -1.923 1.510 0.023
S 1.899 0.703 -0.252
S -0.585 -0.919 0.421
*
```

For the HOMO energy, the calculation gives -8.464 eV. The HOMO-LUMO gap comes out at 8.91 eV. The lowest unoccupied orbital energy is 0.44 eV. For the energy above the lowest of the compared OMol25 structures with the same formula, charge and spin, the calculation gives 107.8 kcal/mol.

(9)
Here is C3H5N4OP3 as an isolated structure from OMol25. Energies are from wB97M-V/def2-TZVPD.

The geometry in ORCA input format:
```
! wB97M-V def2-TZVPD RIJCOSX def2/J DEFGRID3
* xyz 0 1
C 3.988 2.654 0.669
C -1.444 -0.458 -0.094
C -0.883 -1.780 -0.158
N 3.055 2.644 0.063
N 4.044 -0.038 -0.797
N 2.715 -1.876 0.488
N 1.392 0.146 -0.179
O -0.037 -2.176 0.649
P 2.590 0.690 -1.107
P 4.051 -1.560 -0.317
P 1.590 -0.843 1.093
H -1.703 -0.030 0.936
H -0.577 0.142 -0.232
H -2.200 -0.335 -0.971
H -1.299 -2.375 -0.931
H 4.906 2.574 1.174
*
```

For the HOMO energy, the calculation gives -8.494 eV. The HOMO-LUMO gap comes out at 8.15 eV. The lowest unoccupied orbital energy is -0.35 eV. For the energy above the lowest of the compared OMol25 structures with the same formula, charge and spin, the calculation gives 69.8 kcal/mol.

(10)
Here is a 7-piece molecular cluster, C39H64BrI2O23PS overall from OMol25. Energies are from wB97M-V/def2-TZVPD.

The geometry in ORCA input format:
```
! wB97M-V def2-TZVPD RIJCOSX def2/J DEFGRID3
* xyz 0 1
C 2.738 -3.325 -3.951
O 3.658 -2.375 -4.443
C 3.344 -1.059 -4.006
C 2.379 -0.324 -4.950
C 1.921 0.947 -4.139
C 0.694 0.497 -3.309
C 0.394 1.466 -2.155
O 1.530 1.430 -1.280
C 1.807 2.652 -0.665
C 2.782 2.340 0.508
O 2.369 1.180 1.193
C 3.447 0.703 2.007
C 2.786 0.021 3.233
C 2.607 1.033 4.361
C 1.717 2.216 4.023
Br 1.819 0.062 5.893
P 2.690 3.859 -1.762
O 3.833 3.151 -2.641
O 3.470 4.836 -0.729
S 1.559 4.956 -2.892
C -0.899 1.030 -1.439
I -1.128 -1.084 -1.164
C -1.839 1.819 -1.004
C -3.117 1.349 -0.337
I -1.739 3.948 -1.190
H 2.983 -4.271 -4.437
H 2.838 -3.501 -2.870
H 1.706 -3.095 -4.241
H 4.289 -0.517 -3.885
H 2.910 -1.143 -2.995
H 1.503 -0.935 -5.153
H 2.934 -0.059 -5.851
H 2.715 1.127 -3.410
H 1.701 1.803 -4.778
H -0.198 0.382 -3.927
H 0.963 -0.493 -2.932
H 0.257 2.435 -2.647
H 0.935 3.122 -0.195
H 2.964 3.214 1.144
H 3.753 2.107 0.028
H 4.026 1.573 2.346
H 4.091 0.007 1.460
H 3.362 -0.860 3.522
H 1.804 -0.315 2.887
H 3.582 1.413 4.674
H 0.692 1.928 3.783
H 2.100 2.775 3.165
H 1.702 2.916 4.863
H 3.626 3.411 -3.556
H 3.357 5.747 -1.042
H -3.335 2.077 0.451
H -3.928 1.400 -1.067
H -3.008 0.383 0.147
C -0.654 9.939 -5.075
C -1.112 8.501 -5.152
C -0.164 7.504 -4.539
O -0.488 6.309 -5.264
C -0.935 6.697 -6.486
O -1.106 5.963 -7.405
O -1.159 8.039 -6.514
H -1.160 10.544 -5.827
H -0.859 10.355 -4.089
H 0.418 10.022 -5.265
H -2.119 8.406 -4.737
H -0.320 7.361 -3.472
H 0.888 7.737 -4.722
C 1.993 0.436 11.159
C 0.729 1.086 10.648
C 0.933 2.058 9.516
O -0.201 2.924 9.663
C -0.527 2.924 10.984
O -1.290 3.680 11.490
O 0.142 1.941 11.645
H 1.848 0.055 12.170
H 2.290 -0.388 10.510
H 2.816 1.152 11.200
H -0.009 0.321 10.393
H 0.933 1.583 8.538
H 1.836 2.664 9.625
C 5.256 -8.414 -6.690
C 3.893 -7.910 -7.104
C 3.901 -6.955 -8.269
O 2.700 -6.205 -8.044
C 2.487 -6.200 -6.701
O 1.696 -5.510 -6.146
O 3.307 -7.092 -6.079
H 5.235 -8.778 -5.663
H 5.582 -9.222 -7.345
H 6.001 -7.618 -6.733
H 3.219 -8.753 -7.280
H 3.868 -7.455 -9.235
H 4.743 -6.259 -8.249
C -0.910 -1.875 4.231
C -1.703 -2.853 5.064
C -3.181 -2.573 5.129
O -3.542 -3.182 6.379
C -2.436 -3.126 7.174
O -2.436 -3.360 8.338
O -1.342 -2.766 6.455
H 0.142 -1.895 4.515
H -0.996 -2.111 3.170
H -1.260 -0.852 4.382
H -1.502 -3.876 4.734
H -3.739 -3.018 4.308
H -3.417 -1.509 5.193
C -3.678 3.401 -6.161
C -2.611 2.658 -6.928
C -3.080 1.397 -7.608
O -1.866 0.634 -7.685
C -1.096 1.021 -6.635
O -0.108 0.468 -6.273
O -1.603 2.134 -6.046
H -3.227 4.056 -5.416
H -4.289 4.001 -6.836
H -4.335 2.710 -5.628
H -2.116 3.335 -7.629
H -3.490 1.571 -8.600
H -3.799 0.829 -7.013
C -6.201 -4.573 7.302
C -6.745 -5.951 7.008
C -5.887 -7.085 7.503
O -6.253 -8.145 6.608
C -6.624 -7.559 5.437
O -6.798 -8.142 4.417
O -6.765 -6.215 5.594
H -6.636 -3.835 6.627
H -6.418 -4.284 8.330
H -5.125 -4.538 7.161
H -7.773 -6.036 7.374
H -6.093 -7.362 8.534
H -4.817 -6.897 7.385
*
```

For the HOMO energy, the calculation gives -8.988 eV. The HOMO-LUMO gap comes out at 8.73 eV. The lowest unoccupied orbital energy is -0.26 eV.

(11)
Here is a 2-piece molecular cluster, CH8N2O overall from OMol25. Energies are from wB97M-V/def2-TZVPD.

The geometry in ORCA input format:
```
! wB97M-V def2-TZVPD RIJCOSX def2/J DEFGRID3
* xyz 0 1
N -0.933 1.377 -1.238
C -0.120 0.612 -0.350
N -0.291 -0.810 -0.468
H -0.629 1.428 -2.274
H -1.933 1.283 -1.109
H 0.974 0.832 -0.576
H -0.443 0.947 0.722
H -1.141 -1.124 -0.191
H -0.136 -1.326 -1.289
O 1.497 -1.244 2.706
H 1.592 -1.671 1.779
H 1.563 -0.304 2.289
*
```

For the HOMO energy, the calculation gives -8.867 eV. The HOMO-LUMO gap comes out at 9.79 eV. The lowest unoccupied orbital energy is 0.93 eV. For the energy above the lowest of the compared OMol25 structures with the same formula, charge and spin, the calculation gives 22.5 kcal/mol.

| no. | DFT total energy (a.u.) |
| --- | --- |
| 1 | -1279.95541 |
| 2 | -627.58321 |
| 3 | -1988.13039 |
| 4 | -2246.22628 |
| 5 | -1575.89581 |
| 6 | -3709.54226 |
| 7 | -286.23866 |
| 8 | -1024.82916 |
| 9 | -1435.57462 |
| 10 | -7164.03770 |
| 11 | -227.60517 |